The ion C5H11NO with charge +1, computed with ωB97M-V/def2-TZVPD.

Values from the calculation:
Kohn-Sham gap (spin up / spin down) ... 0.4709 / 0.2612 Ha
Expectation value of S² ... 0.78
Net charge ... +1
Lowest unoccupied orbital energy (spin up / spin down) ... -3.6 / -8.8 eV
Energy above the lowest of the compared OMol25 structures with the same formula, charge and spin ... 30.0 kcal/mol
Multiplicity ... 2

Atoms and positions in Å:
O1 0.879 1.147 1.589
N1 -0.142 -0.341 0.342
C1 0.198 -0.779 2.803
C2 -0.063 0.506 -0.817
C3 0.272 0.076 1.595
C4 -1.355 0.357 -1.628
C5 1.196 0.228 -1.714
H1 -0.745 -0.619 3.341
H2 -1.496 1.146 -2.367
H3 0.890 -0.031 -2.718
H4 -1.471 -0.552 -2.224
H5 -2.221 0.437 -0.965
H6 1.782 -0.582 -1.287
H7 0.045 -1.815 2.492
H8 1.006 -0.574 3.490
H9 1.827 1.105 -1.598
H10 -0.558 -1.251 0.161
H11 -0.043 1.541 -0.494

***

The molecule C3H5N3, computed with ωB97M-V/def2-TZVPD.

Values from the calculation:
Kohn-Sham gap ... 0.3579 Ha
Lowest unoccupied orbital energy ... 0.9 eV
SMILES ... [H]/N=C1/CC=NN1
Energy above the lowest of the compared OMol25 structures with the same formula, charge and spin ... 73.9 kcal/mol
Multiplicity ... 1

Atoms and positions in Å:
N1 1.271 -0.078 0.371
N2 0.972 -1.452 0.320
N3 -0.065 1.806 -0.532
C1 -0.302 -1.556 0.113
C2 -0.986 -0.234 -0.012
C3 0.179 0.662 0.017
H1 -1.770 -0.023 0.722
H2 -1.316 0.643 -0.871
H3 -0.757 -2.542 0.100
H4 0.550 2.591 -0.391
H5 2.224 0.184 0.164

***

A structure of composition C5H10N3, computed with ωB97M-V/def2-TZVPD.

Values from the calculation:
Kohn-Sham gap ... 0.1806 Ha
Net charge ... +1
Lowest unoccupied orbital energy ... -7.5 eV
Energy above the lowest of the compared OMol25 structures with the same formula, charge and spin ... 242.1 kcal/mol
Multiplicity ... 1

Atoms and positions in Å:
N1 -1.576 -1.283 1.226
N2 -0.760 -0.624 -1.013
N3 2.833 -0.035 -1.253
C1 0.325 1.462 -0.123
C2 -0.830 0.541 -0.175
C3 -1.682 -1.266 -0.100
C4 1.479 0.876 0.641
C5 -1.306 0.068 1.101
H1 0.039 2.395 0.379
H2 3.227 -0.978 -1.289
H3 1.989 1.516 1.359
H4 1.270 -0.018 1.238
H5 3.561 0.654 -1.464
H6 0.200 -0.996 -0.908
H7 2.271 0.438 -0.218
H8 0.549 1.783 -1.145
H9 -1.877 0.695 1.782
H10 -2.718 -1.187 -0.449

***

A cluster of 8 separate species, C26H39N2O24 in total, computed with ωB97M-V/def2-TZVPD.

Values from the calculation:
Kohn-Sham gap ... 0.2397 Ha
Net charge ... -1
Lowest unoccupied orbital energy ... 1.7 eV
Multiplicity ... 1

Atoms and positions in Å:
O1 -1.947 0.500 4.626
O2 3.036 5.897 -6.362
O3 2.826 6.759 -4.253
O4 -2.986 -4.032 2.022
O5 3.695 1.962 -2.308
O6 2.654 1.829 -7.039
O7 2.745 -2.658 7.867
O8 -4.908 -3.874 0.791
O9 4.413 -3.553 9.152
O10 1.435 4.712 2.229
O11 -1.868 -0.978 6.370
O12 2.336 2.717 3.226
O13 -8.091 -6.708 3.643
O14 -7.041 -6.573 5.671
O15 4.814 1.563 -7.620
O16 4.336 -1.309 8.717
O17 -6.373 -5.276 3.910
O18 3.817 3.604 -7.895
O19 -4.597 -6.475 -3.411
O20 -4.630 -8.598 -2.560
O21 0.014 0.110 5.662
O22 3.244 8.118 -6.045
O23 -4.390 -2.305 2.372
O24 -5.639 -6.869 -1.454
N1 4.122 3.158 0.327
N2 1.495 3.349 -3.568
C1 -4.160 -3.442 1.652
C2 3.060 6.498 -7.642
C3 3.019 6.911 -5.448
C4 -1.316 -0.192 5.619
C5 4.249 4.085 -0.862
C6 3.585 -0.538 7.798
C7 3.641 7.849 -7.377
C8 3.835 3.427 -2.306
C9 -2.317 -3.118 2.871
C10 0.301 0.872 4.504
C11 2.140 3.402 2.066
C12 -7.158 -6.217 4.510
C13 2.932 0.443 -6.979
C14 3.878 -2.591 8.625
C15 4.425 0.394 -6.924
C16 -1.025 1.458 4.142
C17 -8.048 -5.891 2.488
C18 -3.425 -2.272 3.407
C19 2.327 -1.327 7.635
C20 3.766 2.435 -7.549
C21 -5.580 -5.465 -1.616
C22 -4.929 -7.418 -2.482
C23 -6.671 -5.312 2.527
C24 2.477 4.220 -2.815
C25 2.672 2.800 0.630
C26 -5.310 -5.299 -3.077
H1 5.391 4.417 -0.963
H2 -6.230 -5.263 -3.671
H3 4.150 -0.453 6.863
H4 4.694 3.716 -3.080
H5 1.567 -1.060 8.377
H6 -8.826 -5.125 2.568
H7 -6.521 -4.999 -1.312
H8 -1.601 -2.542 2.275
H9 1.898 -1.224 6.634
H10 2.531 -0.038 -7.878
H11 0.745 2.957 -2.954
H12 4.735 7.851 -7.427
H13 -1.777 -3.647 3.661
H14 0.689 0.204 3.728
H15 -8.225 -6.484 1.586
H16 -4.770 -5.070 -0.994
H17 4.830 -0.498 -7.408
H18 -3.106 -1.245 3.607
H19 3.661 5.092 -0.631
H20 1.924 4.787 -1.951
H21 4.807 0.448 -5.900
H22 -5.936 -5.949 2.023
H23 4.409 3.758 1.158
H24 -3.868 -2.690 4.317
H25 1.940 3.027 -0.280
H26 2.468 -0.008 -6.098
H27 2.837 5.056 -3.583
H28 2.037 6.551 -8.028
H29 4.382 1.509 -1.736
H30 -1.211 2.413 4.644
H31 -4.713 -4.409 -3.292
H32 3.671 5.911 -8.334
H33 1.050 1.639 4.720
H34 3.400 0.465 8.193
H35 -6.628 -4.309 2.094
H36 -1.139 1.595 3.063
H37 1.962 2.616 -4.148
H38 2.647 1.613 0.748
H39 3.252 8.610 -8.059

***

The molecule C3H8N4S, computed with ωB97M-V/def2-TZVPD.

Values from the calculation:
Kohn-Sham gap ... 0.3409 Ha
Lowest unoccupied orbital energy ... 0.7 eV
SMILES ... [H]/N=C(/SN=C)N(C)N
Energy above the lowest of the compared OMol25 structures with the same formula, charge and spin ... 81.7 kcal/mol
Multiplicity ... 1

Atoms and positions in Å:
S1 1.149 -0.523 -0.893
N1 2.144 0.401 0.091
N2 -1.152 0.397 -0.122
N3 -0.754 -1.913 0.510
N4 -2.549 0.130 0.150
C1 -0.672 1.777 -0.315
C2 1.695 0.517 1.331
C3 -0.372 -0.807 0.011
H1 -1.207 2.230 -1.135
H2 0.444 1.786 -0.609
H3 -0.657 2.405 0.567
H4 -2.708 0.536 1.098
H5 2.268 0.997 2.115
H6 -3.241 0.504 -0.644
H7 -1.719 -2.037 0.681
H8 0.715 -0.083 1.643

***

A cluster of 2 separate species, CH5NS in total, computed with ωB97M-V/def2-TZVPD.

Values from the calculation:
Kohn-Sham gap (spin up / spin down) ... 0.1089 / 0.2809 Ha
Expectation value of S² ... 0.75
Net charge ... -1
Lowest unoccupied orbital energy (spin up / spin down) ... 3.9 / 3.9 eV
Energy above the lowest of the compared OMol25 structures with the same formula, charge and spin ... 46.7 kcal/mol
Multiplicity ... 2

Atoms and positions in Å:
S1 -1.013 1.043 0.937
N1 0.563 -0.885 -1.194
C1 1.624 -1.408 -0.706
H1 -1.723 2.073 0.532
H2 1.630 -1.320 0.390
H3 -0.417 0.045 0.197
H4 0.602 -1.170 -2.196
H5 2.431 -1.673 -1.323

***

In order of appearance, max |F| = 2.09; 3.47; 3.42; 7.84; 4.13; 5.41 eV Å⁻¹.